Entry 1:
{
  "formula": "C5H7NO",
  "method": "wB97M-V/def2-TZVPD",
  "elements": ["O", "C", "C", "C", "N", "C", "C", "H", "H", "H", "H", "H", "H", "H"],
  "xyz": [[2.773, 0.231, -0.675], [1.632, 0.602, -0.639], [0.329, -0.080, -0.244], [-0.956, -0.673, -0.857], [-1.347, -0.414, 0.584], [-0.489, 1.027, 0.372], [-0.001, -1.000, 0.944], [1.220, 1.693, -0.507], [-1.551, -0.091, -1.566], [-0.909, -1.731, -1.152], [-1.005, 1.754, -0.275], [-0.148, 1.492, 1.309], [0.331, -0.733, 1.951], [0.122, -2.076, 0.755]],
  "forces_ev_per_a": [[-0.928, 0.267, -0.288], [-0.111, 0.589, 0.770], [1.175, 0.290, -0.425], [0.104, 0.184, -0.298], [-0.222, 0.902, 0.195], [-2.259, -1.726, 0.979], [0.347, 0.087, 0.105], [1.947, -0.453, -1.089], [0.304, 0.040, 0.020], [-0.111, 0.304, 0.278], [0.116, -0.474, 0.130], [-0.163, -0.412, -0.232], [0.115, 0.084, -0.236], [-0.312, 0.320, 0.090]],
  "homo_energy_ha": -0.33135,
  "e_tot_ha": -324.55133,
  "gap_ev": 9.67,
  "de_lowest_kcal_mol": 108.6
}

Entry 2:
{
  "formula": "C3H7N2O",
  "method": "wB97M-V/def2-TZVPD",
  "elements": ["O", "C", "N", "C", "C", "N", "H", "H", "H", "H", "H", "H", "H"],
  "xyz": [[0.812, -0.642, -1.771], [0.609, 0.203, -0.806], [-0.767, 0.727, -0.734], [-1.293, 0.430, 0.489], [-0.452, -0.276, 1.294], [0.857, -0.386, 0.686], [0.132, -1.185, -2.023], [1.333, 0.917, -0.995], [-0.842, 1.727, -0.957], [-2.321, 0.742, 0.791], [-0.860, -0.714, 2.192], [1.541, -0.087, 1.387], [1.251, -1.456, 0.446]],
  "forces_ev_per_a": [[3.400, -0.349, -0.227], [-1.654, 1.716, 1.052], [1.103, 0.831, -0.392], [0.159, -1.053, 2.078], [-2.823, 0.810, -0.904], [0.662, -4.470, -0.761], [-3.162, -2.143, -0.780], [1.344, 1.971, 0.475], [0.084, -0.575, -0.308], [1.038, -0.359, -0.490], [1.024, -0.272, 0.267], [0.398, 0.842, -0.825], [-1.575, 3.051, 0.817]],
  "homo_energy_ha": -0.50971,
  "e_tot_ha": -302.94570,
  "gap_ev": 10.30,
  "smiles": "O[C@H]1NC=C[NH2+]1",
  "de_lowest_kcal_mol": 59.2,
  "total_charge": 1
}

Entry 3:
{
  "formula": "C2HO3PS",
  "method": "wB97M-V/def2-TZVPD",
  "elements": ["C", "C", "O", "O", "O", "P", "S", "H"],
  "xyz": [[-1.062, -1.279, -2.610], [-1.310, -0.479, -1.731], [2.260, 0.821, 0.877], [3.254, -0.508, -1.079], [2.117, -1.743, 0.870], [2.486, -0.477, 0.189], [-1.611, 0.727, -0.397], [-0.374, 0.665, 0.090]],
  "forces_ev_per_a": [[0.194, -1.434, -1.691], [-0.942, 2.869, 3.066], [-0.316, 0.172, -0.004], [-0.052, 0.047, -0.018], [-0.133, -0.010, 0.042], [0.747, -0.231, 0.106], [0.246, -1.581, -1.804], [0.256, 0.168, 0.303]],
  "homo_energy_ha": -0.01675,
  "e_tot_ha": -1042.05995,
  "gap_ev": 6.17,
  "de_lowest_kcal_mol": 0.0,
  "total_charge": -2
}